No. 1
{
  "formula": "C22H66N6O10",
  "method": "ωB97M-V with the def2-TZVPD basis set",
  "species": ["C", "C", "O", "H", "H", "H", "H", "H", "H", "C", "C", "O", "H", "H", "H", "H", "H", "H", "C", "C", "O", "H", "H", "H", "H", "H", "H", "C", "C", "O", "H", "H", "H", "H", "H", "H", "C", "C", "O", "H", "H", "H", "H", "H", "H", "C", "C", "O", "H", "H", "H", "H", "H", "H", "C", "O", "N", "N", "H", "H", "H", "H", "C", "O", "N", "N", "H", "H", "H", "H", "C", "C", "C", "O", "C", "N", "H", "H", "H", "H", "H", "H", "H", "H", "H", "H", "H", "C", "C", "C", "O", "C", "N", "H", "H", "H", "H", "H", "H", "H", "H", "H", "H", "H"],
  "xyz": [[34.06745, 15.65117, 10.41950], [35.10468, 15.16391, 9.44308], [35.55587, 16.20912, 8.62461], [34.31977, 16.46972, 11.09360], [33.86742, 14.81846, 11.09380], [33.05253, 15.73699, 10.03134], [34.46180, 14.49381, 8.87233], [35.91621, 14.62121, 9.92785], [36.25892, 16.65078, 9.10655], [29.00241, 16.12540, 8.67204], [30.45615, 15.83518, 8.68077], [30.73252, 14.64800, 9.40202], [28.85296, 17.05762, 8.12731], [28.45150, 15.91635, 9.58904], [28.50938, 15.55423, 7.88541], [31.07211, 16.66533, 9.02653], [30.72340, 15.63377, 7.64341], [31.12197, 13.97884, 8.83444], [31.25338, 17.33843, 12.56649], [29.75443, 17.13864, 12.30514], [29.69155, 15.73576, 12.01672], [31.36364, 18.41905, 12.65703], [31.87300, 16.95079, 11.75784], [31.54911, 16.80002, 13.46691], [29.53742, 17.80959, 11.47397], [29.24172, 17.41470, 13.22656], [30.20082, 15.43036, 11.26241], [33.31356, 19.44866, 7.66535], [33.50217, 18.40082, 6.61629], [33.24379, 17.16921, 7.19348], [34.18473, 19.52407, 8.31609], [32.38527, 19.37006, 8.23122], [33.14743, 20.45499, 7.28090], [34.50740, 18.56511, 6.22819], [32.85365, 18.46375, 5.74247], [34.08394, 16.92883, 7.59093], [34.70948, 19.63720, 11.01555], [36.02463, 19.06850, 11.55256], [36.75286, 18.42205, 10.48725], [34.03708, 18.84125, 10.69549], [34.93829, 20.37664, 10.24810], [34.14003, 20.22718, 11.73371], [35.87418, 18.17812, 12.16304], [36.84161, 19.67609, 11.94178], [36.97350, 19.06404, 9.80845], [35.16389, 14.15175, 15.14665], [34.73713, 13.74819, 13.73637], [33.94490, 12.64789, 13.71921], [35.94711, 14.90638, 15.07455], [35.68002, 13.29735, 15.58450], [34.36362, 14.63564, 15.70657], [35.60348, 13.58287, 13.09590], [34.13026, 14.57908, 13.37660], [33.28977, 12.67998, 13.01822], [39.14767, 16.08890, 10.90086], [38.05049, 15.58800, 11.19147], [40.17150, 15.33323, 10.60031], [39.42324, 17.35484, 11.07142], [41.09123, 15.74625, 10.54027], [40.06768, 14.34552, 10.41659], [40.37603, 17.68982, 11.06185], [38.60598, 17.94512, 11.13265], [35.29205, 10.09481, 8.58089], [35.96149, 9.22412, 9.11071], [34.26532, 9.72510, 7.82135], [35.51679, 11.40836, 8.80903], [33.67175, 10.37950, 7.33193], [34.09356, 8.73174, 7.75953], [34.86045, 11.94988, 8.26490], [36.17077, 11.67400, 9.53142], [33.69825, 14.08905, 6.17368], [35.14119, 13.72349, 6.01977], [35.64310, 12.62803, 4.98076], [34.95272, 11.50465, 5.38267], [35.32557, 10.37052, 4.62310], [35.96190, 14.84681, 5.61673], [33.04932, 13.28331, 6.51685], [33.21686, 14.49809, 5.28539], [33.71920, 14.77204, 7.02290], [35.51691, 13.45572, 7.00731], [36.72914, 12.59003, 5.06547], [35.40680, 12.79516, 3.92989], [36.40793, 10.31918, 4.74132], [35.09438, 10.45349, 3.56114], [34.87095, 9.45680, 5.00589], [35.74829, 15.75362, 6.00681], [36.93031, 14.65480, 5.82982], [32.89305, 10.69761, 11.17042], [32.42220, 11.98449, 10.47917], [31.45556, 11.60934, 9.23593], [31.65563, 12.48175, 8.17639], [30.82650, 12.23772, 7.06845], [31.78097, 12.75110, 11.52454], [33.47643, 10.13072, 10.44489], [32.03467, 10.05617, 11.37003], [33.47414, 11.02119, 12.03398], [33.34861, 12.47046, 10.17306], [30.40942, 11.42500, 9.48028], [31.66176, 10.58188, 8.93610], [30.97958, 13.04510, 6.35234], [29.78964, 12.22267, 7.40430], [31.06557, 11.31990, 6.53128], [31.56215, 13.59490, 11.01441], [30.91125, 12.32365, 11.80912]],
  "smiles": "COC[C@H](C)N.COC[C@H](C)N.NC(N)=O.NC(N)=O.CCO.CCO.CCO.CCO.CCO.CCO",
  "mol_weight_g_mol": 574.8,
  "homo_energy_ev": -8.747,
  "e_above_lowest_kj_mol": 177.1,
  "energy_ev": -53297.1273,
  "lumo_ev": 0.3,
  "gap_ev": 9.03
}

No. 2
{
  "formula": "C22H66O11",
  "method": "ωB97M-V with the def2-TZVPD basis set",
  "species": ["C", "C", "O", "H", "H", "H", "H", "H", "H", "C", "C", "O", "H", "H", "H", "H", "H", "H", "C", "C", "O", "H", "H", "H", "H", "H", "H", "C", "C", "O", "H", "H", "H", "H", "H", "H", "C", "C", "O", "H", "H", "H", "H", "H", "H", "C", "C", "O", "H", "H", "H", "H", "H", "H", "C", "C", "O", "H", "H", "H", "H", "H", "H", "C", "C", "O", "H", "H", "H", "H", "H", "H", "C", "C", "O", "H", "H", "H", "H", "H", "H", "C", "C", "O", "H", "H", "H", "H", "H", "H", "C", "C", "O", "H", "H", "H", "H", "H", "H"],
  "xyz": [[-1.20018, 3.59143, 2.05626], [-0.62121, 4.84534, 1.42728], [-1.49463, 5.95998, 1.75442], [-1.41511, 3.69284, 3.12004], [-0.61266, 2.69426, 1.86130], [-2.12900, 3.35499, 1.53714], [-0.63029, 4.59009, 0.36762], [0.41271, 4.99384, 1.73884], [-1.19527, 6.70189, 1.22382], [-5.65554, 1.60312, 0.79818], [-5.22176, 0.23915, 1.30473], [-4.23852, 0.48990, 2.29388], [-6.31079, 2.06547, 1.53641], [-6.22851, 1.58177, -0.12883], [-4.78122, 2.22062, 0.59236], [-4.69299, -0.38683, 0.58595], [-6.11544, -0.26332, 1.67484], [-4.61417, 1.02231, 2.99888], [-1.39229, 1.49577, -2.91350], [-1.25098, 2.79894, -2.07515], [-2.40835, 2.85550, -1.24281], [-1.75729, 0.73115, -2.22777], [-0.50827, 1.09544, -3.40985], [-2.08880, 1.74877, -3.71285], [-1.28259, 3.68948, -2.70287], [-0.31171, 2.73536, -1.52576], [-2.36353, 2.12909, -0.61678], [-0.32223, -1.92324, 4.51062], [0.31541, -2.36230, 5.76736], [1.37336, -3.23409, 5.44645], [-0.68751, -2.77672, 3.93944], [0.38709, -1.36574, 3.89895], [-1.22773, -1.33435, 4.65684], [-0.43932, -2.87615, 6.36270], [0.58062, -1.51054, 6.39367], [1.49547, -3.66019, 6.29800], [-0.46231, -4.27882, 1.04335], [-1.89341, -4.73707, 0.91665], [-1.89645, -5.59841, -0.14629], [-0.16260, -3.74620, 0.14080], [0.27887, -5.07718, 1.08033], [-0.28572, -3.64470, 1.91215], [-2.52092, -3.86239, 0.74559], [-2.17062, -5.22276, 1.85225], [-2.80053, -5.90709, -0.24099], [5.10855, 2.42507, -0.18764], [3.85853, 1.87870, 0.49871], [2.82757, 2.76247, 0.38181], [5.96744, 1.77521, -0.02006], [5.29298, 3.43261, 0.18513], [4.90707, 2.63571, -1.23795], [4.09581, 1.73716, 1.55311], [3.47608, 0.95325, 0.06816], [2.57054, 2.69109, -0.54039], [0.10353, 0.08380, 0.04432], [-1.16481, -0.32678, 0.87490], [-2.18618, 0.55382, 0.44650], [0.38163, 1.13738, 0.07117], [0.03080, -0.08440, -1.03017], [1.03048, -0.39470, 0.36040], [-0.93900, -0.17497, 1.93039], [-1.40440, -1.37614, 0.70305], [-2.88080, 0.51373, 1.10794], [3.69792, -1.98143, -3.26018], [2.37937, -1.38050, -2.73878], [1.97348, -0.35943, -3.61700], [4.10120, -2.72705, -2.57497], [4.47983, -1.24421, -3.44242], [3.42373, -2.58107, -4.12814], [2.46986, -0.92788, -1.75133], [1.67330, -2.20949, -2.69045], [1.40130, -0.68670, -4.31492], [3.88370, -1.25823, 2.76945], [3.25861, -2.34736, 1.90255], [3.31697, -2.12141, 0.51233], [4.01021, -1.51098, 3.82217], [3.24739, -0.37324, 2.77098], [4.87254, -1.01307, 2.38190], [2.22072, -2.49226, 2.20237], [3.81399, -3.26429, 2.09976], [3.02888, -2.94798, 0.11814], [3.05925, 4.11770, -3.47256], [1.90485, 3.15333, -3.36553], [2.10587, 2.13096, -2.36193], [3.96624, 3.56514, -3.71780], [3.18376, 4.64502, -2.52676], [2.91668, 4.86089, -4.25706], [1.67418, 2.66000, -4.30973], [0.97141, 3.64178, -3.08586], [2.07981, 1.25735, -2.75908], [-2.68925, -1.90008, -2.65396], [-3.55671, -3.15855, -2.81809], [-3.99139, -3.16279, -4.13175], [-2.54684, -1.79588, -1.57833], [-3.06708, -0.96327, -3.06351], [-1.72539, -2.05847, -3.13768], [-4.44628, -3.04866, -2.19785], [-2.99703, -4.02573, -2.46758], [-4.62367, -3.87381, -4.25926]],
  "mol_weight_g_mol": 506.8,
  "homo_energy_ev": [-11.797, -11.797],
  "e_above_lowest_kj_mol": 107.3,
  "energy_ev": -46394.2998,
  "lumo_ev": [-2.2, -8.9],
  "gap_ev": [9.64, 2.86],
  "total_charge": 1,
  "spin_multiplicity": 2
}

No. 3
{
  "formula": "C22H66O26S",
  "method": "ωB97M-V with the def2-TZVPD basis set",
  "species": ["S", "O", "O", "O", "O", "C", "C", "O", "O", "H", "H", "H", "H", "H", "H", "C", "C", "O", "O", "H", "H", "H", "H", "H", "H", "C", "C", "O", "O", "H", "H", "H", "H", "H", "H", "C", "C", "O", "O", "H", "H", "H", "H", "H", "H", "C", "C", "O", "O", "H", "H", "H", "H", "H", "H", "C", "C", "O", "O", "H", "H", "H", "H", "H", "H", "C", "C", "O", "O", "H", "H", "H", "H", "H", "H", "C", "C", "O", "O", "H", "H", "H", "H", "H", "H", "C", "C", "O", "O", "H", "H", "H", "H", "H", "H", "C", "C", "O", "O", "H", "H", "H", "H", "H", "H", "C", "C", "O", "O", "H", "H", "H", "H", "H", "H"],
  "xyz": [[0.07907, 0.14335, 0.08854], [-0.27619, 0.91045, 1.21005], [-1.06480, 0.05898, -0.83786], [1.19471, 0.76787, -0.63696], [0.51801, -1.14624, 0.56883], [-1.48951, -1.39565, 2.99952], [-2.57138, -1.96872, 3.97264], [-2.76634, -3.39127, 3.91462], [-1.42785, 0.05053, 3.22574], [-1.99941, -1.57492, 2.17592], [-0.63803, -1.80634, 3.27344], [-3.73615, -1.85591, 3.85251], [-2.34396, -1.73296, 5.07393], [-3.25348, -3.52471, 3.07063], [-0.93966, 0.36098, 2.46225], [0.60477, 2.92665, 3.81731], [1.52701, 1.71073, 4.18783], [1.42318, 1.50144, 5.60076], [0.53875, 3.06873, 2.37502], [0.82623, 3.92692, 3.98226], [-0.45805, 2.70301, 4.12724], [2.58060, 1.95056, 3.93664], [1.26498, 1.00997, 3.43446], [1.65459, 0.71003, 5.81393], [0.36096, 2.40682, 1.85712], [-1.40983, 3.30781, -1.66180], [-2.41724, 2.63194, -2.44161], [-2.78908, 1.53453, -1.62089], [-1.18625, 4.50841, -2.43627], [-0.53277, 2.88493, -1.52916], [-1.85712, 3.60725, -0.69323], [-2.37520, 2.24508, -3.47330], [-3.25808, 3.21788, -2.49505], [-2.03509, 0.97722, -1.21413], [-0.62781, 4.32622, -3.20439], [-1.42047, -2.38045, -4.53120], [-0.55810, -1.51253, -3.59564], [-1.45391, -0.36469, -3.37288], [-0.82137, -3.55731, -4.71191], [-1.47615, -1.79863, -5.39225], [-2.39442, -2.53879, -4.01566], [0.31635, -0.99159, -3.92871], [-0.28126, -1.96188, -2.55330], [-1.36893, -0.31389, -2.35592], [0.16433, -3.46484, -4.39611], [-0.68779, -5.12484, -1.56928], [0.20378, -4.27797, -0.44882], [-0.61524, -3.57620, 0.35405], [0.19144, -5.84814, -2.40494], [-1.34542, -4.48695, -2.01390], [-1.30744, -5.82848, -1.14903], [0.85327, -3.56815, -0.84009], [0.67788, -5.11272, 0.01147], [-0.10745, -2.88303, 0.62746], [0.59795, -5.27791, -3.06698], [4.34639, 4.05985, 1.30503], [3.68788, 3.00188, 0.72176], [2.37891, 3.16498, 0.20369], [3.57849, 4.46567, 2.43161], [4.46876, 4.94379, 0.65657], [5.29313, 3.81076, 1.72839], [3.29506, 2.20925, 1.33517], [4.24542, 2.41496, -0.06948], [2.00383, 2.40554, 0.11866], [2.78158, 4.24578, 2.30793], [-3.27335, 2.70996, 2.51506], [-4.29808, 1.79966, 1.74541], [-4.51919, 2.33842, 0.43886], [-3.03094, 2.09870, 3.78727], [-3.76641, 3.63822, 2.64276], [-2.30563, 2.67200, 1.96583], [-5.21873, 1.56412, 2.34313], [-3.78301, 0.95963, 1.50395], [-3.96383, 2.27533, -0.31812], [-2.49863, 1.39478, 3.54658], [3.18403, -1.93858, -2.05131], [3.80863, -1.12853, -0.87731], [3.65925, 0.16599, -1.09401], [3.36531, -3.30947, -1.92478], [3.60032, -1.77798, -3.03786], [2.05957, -1.43971, -1.93263], [4.67339, -1.38761, -0.80835], [3.28104, -1.29490, -0.03207], [2.57483, 0.52849, -0.93756], [3.27438, -3.24029, -1.04697], [-4.72153, -3.09804, -1.51534], [-3.44678, -2.30031, -1.36225], [-3.35241, -1.35237, -0.21220], [-4.63207, -3.87866, -2.66037], [-5.42959, -2.26527, -1.74425], [-5.12935, -3.49442, -0.60181], [-3.24836, -1.76881, -2.28248], [-2.70166, -3.07097, -1.48901], [-2.56861, -0.87653, -0.64188], [-4.68679, -4.66632, -2.40305], [1.76053, 3.63638, -3.70787], [1.08259, 2.22987, -3.91915], [1.73547, 1.13778, -3.19990], [1.00021, 4.64427, -4.35780], [2.74027, 3.62165, -4.00943], [2.00600, 3.65613, -2.75943], [1.26380, 2.04819, -5.02939], [0.06775, 2.39544, -3.49433], [1.74192, 1.26012, -2.28326], [0.79351, 4.18113, -5.23152], [2.70459, -1.78197, 3.42447], [3.80027, -0.88348, 3.06729], [4.40232, -0.26708, 4.09870], [2.11363, -2.54054, 2.33324], [1.87869, -1.28533, 3.83693], [3.00597, -2.39645, 4.20909], [3.27554, -0.17489, 2.38024], [4.74191, -1.48251, 2.56446], [5.09829, -0.70221, 4.54089], [1.51483, -2.05810, 1.85928]],
  "mol_weight_g_mol": 778.8,
  "homo_energy_ev": -4.228,
  "e_above_lowest_kj_mol": 199.3,
  "energy_ev": -87939.1736,
  "lumo_ev": 3.9,
  "gap_ev": 8.14,
  "total_charge": -2
}